ORCA calculation (ωB97M-V/def2-TZVPD) on a molecular structure, C16H39Hg2NO16 at a distorted geometry.

Last column: Mulliken charge in e.
Element x y z (Å)
1 Hg 0.358 0.571 -3.536  0.038
2 Hg -4.899 2.651 0.095  0.021
3 C -0.394 1.397 1.098  0.844
4 O -1.135 2.167 1.768  -0.314
5 O 0.652 1.709 0.552  -0.335
6 O -1.076 0.622 0.459  -0.225
7 C -2.756 4.057 -4.114  0.805
8 O -1.608 4.167 -4.560  -0.326
9 O -3.092 4.720 -3.203  -0.242
10 O -3.210 2.924 -4.031  -0.254
11 C -2.488 -0.209 9.717  -0.351
12 C -1.198 -0.683 10.409  -0.336
13 O -1.594 -1.137 11.671  -0.530
14 O -2.269 -0.056 8.335  -0.511
15 H -2.781 0.735 10.177  0.295
16 H -3.332 -0.894 9.799  0.275
17 H -0.375 0.026 10.504  0.278
18 H -0.705 -1.513 9.903  0.285
19 H -1.986 -0.443 12.207  0.305
20 H -1.665 0.678 8.204  0.290
21 C -7.185 -2.210 1.140  -0.431
22 C -6.227 -2.015 2.334  -0.369
23 O -6.145 -0.624 2.675  -0.501
24 O -6.899 -1.346 0.033  -0.500
25 H -8.229 -2.197 1.453  0.270
26 H -7.041 -3.207 0.724  0.324
27 H -5.247 -2.373 2.020  0.268
28 H -6.453 -2.681 3.167  0.331
29 H -5.398 -0.562 3.275  0.300
30 H -7.174 -1.785 -0.775  0.306
31 C 6.128 2.569 -3.152  -0.442
32 C 6.388 3.144 -1.740  -0.309
33 O 6.176 2.129 -0.795  -0.499
34 O 4.756 2.506 -3.526  -0.484
35 H 6.512 1.553 -3.248  0.240
36 H 6.580 3.236 -3.886  0.314
37 H 5.762 4.024 -1.589  0.266
38 H 7.439 3.427 -1.790  0.320
39 H 5.222 2.040 -0.845  0.295
40 H 4.521 3.395 -3.802  0.294
41 C 3.344 4.570 5.021  -0.677
42 C 2.543 4.757 6.363  -0.166
43 O 1.276 4.145 6.256  -0.463
44 O 2.849 5.413 4.008  -0.511
45 H 3.235 3.550 4.650  0.390
46 H 4.391 4.825 5.181  0.309
47 H 2.480 5.817 6.612  0.250
48 H 3.103 4.186 7.104  0.264
49 H 1.099 4.117 5.313  0.282
50 H 2.351 4.895 3.372  0.323
51 C -1.351 -4.063 -4.091  -0.884
52 O -0.871 -2.965 -4.891  -0.187
53 C -0.861 -3.319 -6.254  -0.427
54 C -0.308 -2.255 -7.170  -0.960
55 N 0.983 -1.603 -6.730  -0.146
56 C 2.165 -2.443 -6.774  -0.889
57 C 2.229 -3.427 -5.618  -0.513
58 O 1.876 -2.841 -4.423  -0.169
59 C 2.063 -3.773 -3.316  -0.841
60 H -1.081 -5.080 -4.374  0.332
61 H -2.433 -3.925 -4.084  0.344
62 H -1.063 -3.883 -3.055  0.262
63 H -1.907 -3.307 -6.559  0.428
64 H -0.407 -4.292 -6.441  0.318
65 H -1.094 -1.502 -7.242  0.418
66 H -0.183 -2.590 -8.200  0.318
67 H 1.108 -0.714 -7.195  0.266
68 H 3.014 -1.762 -6.710  0.450
69 H 2.364 -3.079 -7.637  0.266
70 H 3.260 -3.774 -5.559  0.503
71 H 1.636 -4.312 -5.846  0.225
72 H 1.790 -3.222 -2.416  0.280
73 H 3.106 -4.056 -3.175  0.320
74 H 1.360 -4.603 -3.249  0.280

- charge = 0
- HOMO energy (Ha) = -0.3083
- frontier orbital gap (Eh) = 0.122
- relative energy (zero: lowest compared OMol25 entry of this formula, charge and spin) (kJ/mol) = 1079.29